The following is a DFT calculation (ωB97M-V with the def2-TZVPD basis set) of a 9-piece molecular cluster, C15H27Br12Cl9 overall.

The HOMO energy comes out at -9.818 eV. The electronic energy comes out at -35617.5722 Ha. The SMILES is ClC(Cl)Cl.ClC(Cl)Cl.ClC(Cl)Cl.BrCCBr.BrCCBr.BrCCBr.BrCCBr.BrCCBr.BrCCBr.

Last columns: bonded neighbours and bond lengths (Å).
CARTESIAN COORDINATES (ANGSTROEM)
1 Br 2.39 0.44 0.49  C2 2.000
2 C 0.68 -0.31 -0.23  Br1 2.000, C3 1.543, H5 1.090, H6 1.090
3 C -0.54 0.62 -0.39  C2 1.543, Br4 1.959, H7 1.090, H8 1.090
4 Br -0.82 1.70 1.22  C3 1.959
5 H 0.46 -1.19 0.38  C2 1.090
6 H 0.79 -0.92 -1.13  C2 1.090
7 H -1.49 0.14 -0.60  C3 1.090
8 H -0.28 1.32 -1.19  C3 1.090
9 Br 4.34 1.16 3.95  C10 1.961
10 C 3.15 2.67 4.34  Br9 1.961, C11 1.523, H13 1.090, H14 1.090
11 C 1.84 2.56 3.56  C10 1.523, Br12 2.069, H15 1.090, H16 1.090
12 Br 0.63 4.21 3.84  C11 2.069
13 H 3.73 3.58 4.19  C10 1.090
14 H 2.95 2.70 5.41  C10 1.090
15 H 1.26 1.65 3.69  C11 1.090
16 H 2.06 2.61 2.49  C11 1.090
17 Br 6.12 1.31 -4.43  C18 1.966
18 C 4.15 1.34 -4.44  Br17 1.966, C19 1.489, H21 1.090, H22 1.090
19 C 3.60 1.73 -3.11  C18 1.489, Br20 2.062, H23 1.090, H24 1.090
20 Br 1.55 1.91 -3.18  C19 2.062
21 H 3.87 0.34 -4.79  C18 1.090
22 H 3.84 2.08 -5.17  C18 1.090
23 H 4.07 2.69 -2.90  C19 1.090
24 H 3.88 1.04 -2.31  C19 1.090
25 Br 3.21 -2.82 0.48  C26 1.991
26 C 2.49 -4.67 0.25  Br25 1.991, C27 1.452, H29 1.090, H30 1.090
27 C 1.80 -4.81 -1.02  C26 1.452, Br28 2.017, H31 1.090, H32 1.090
28 Br 0.25 -3.53 -0.92  C27 2.017
29 H 1.82 -4.93 1.07  C26 1.090
30 H 3.28 -5.35 0.54  C26 1.090
31 H 1.38 -5.81 -1.16  C27 1.090
32 H 2.47 -4.75 -1.87  C27 1.090
33 Br -2.64 -1.14 -2.94  C34 2.029
34 C -3.20 -2.54 -4.29  Br33 2.029, C35 1.486, H37 1.090, H38 1.090
35 C -3.78 -3.82 -3.80  C34 1.486, Br36 2.002, H39 1.090, H40 1.090
36 Br -4.55 -4.91 -5.29  C35 2.002
37 H -2.24 -2.80 -4.73  C34 1.090
38 H -3.83 -2.04 -5.03  C34 1.090
39 H -4.68 -3.77 -3.18  C35 1.090
40 H -3.09 -4.45 -3.23  C35 1.090
41 Br -5.79 3.87 0.07  C42 2.038
42 C -4.57 2.28 0.41  Br41 2.038, C43 1.581, H45 1.090, H46 1.090
43 C -5.39 0.98 0.03  C42 1.581, Br44 1.979, H47 1.090, H48 1.090
44 Br -4.18 -0.56 0.36  C43 1.979
45 H -4.33 2.26 1.48  C42 1.090
46 H -3.69 2.36 -0.23  C42 1.090
47 H -5.72 0.93 -1.00  C43 1.090
48 H -6.20 0.77 0.73  C43 1.090
49 C 2.20 -2.16 4.40  Cl50 1.892, Cl51 1.828, Cl52 1.744, H53 1.090
50 Cl 1.73 -3.89 5.02  C49 1.892
51 Cl 2.25 -0.99 5.80  C49 1.828
52 Cl 1.24 -1.59 3.06  C49 1.744
53 H 3.22 -2.09 4.01  C49 1.090
54 C -2.10 -0.49 4.06  Cl55 1.733, Cl56 1.762, Cl57 1.745, H58 1.090
55 Cl -2.55 -2.02 3.38  C54 1.733
56 Cl -1.91 -0.72 5.80  C54 1.762
57 Cl -3.42 0.60 3.72  C54 1.745
58 H -1.23 -0.02 3.60  C54 1.090
59 C -0.20 5.58 -1.82  Cl60 1.769, Cl61 1.778, Cl62 1.764, H63 1.090
60 Cl 1.18 5.52 -0.71  C59 1.769
61 Cl -1.07 4.04 -1.70  C59 1.778
62 Cl 0.48 5.68 -3.44  C59 1.764
63 H -0.85 6.43 -1.61  C59 1.090

=====

The following is a DFT calculation (ωB97M-V with the def2-TZVPD basis set) of a 2-piece molecular cluster, C4H10NO3 overall.

The total charge is -1. The HOMO energy comes out at -4.016 eV. The electronic energy comes out at -438.9056 Ha.

Last columns: bonded neighbours and bond lengths (Å).
CARTESIAN COORDINATES (ANGSTROEM)
1 C -1.29 0.41 -1.07  N2 1.458, H8 1.106, H9 1.135, H10 1.086
2 N -0.95 0.94 0.24  C1 1.458, C4 1.387, H11 1.054
3 C -0.54 -0.93 1.90  C4 1.569, H12 1.147, H13 1.072, H14 1.115
4 C -0.04 0.32 1.09  N2 1.387, C3 1.569, C5 1.649, H15 1.104
5 C 1.35 -0.04 0.28  C4 1.649, O6 1.222, O7 1.207
6 O 2.32 0.43 0.85  C5 1.222
7 O 1.34 -0.86 -0.60  C5 1.207
8 H -1.04 -0.67 -1.11  C1 1.106
9 H -0.60 0.83 -1.86  C1 1.135
10 H -2.34 0.49 -1.37  C1 1.086
11 H -1.82 1.21 0.77  N2 1.054
12 H -0.66 -1.92 1.33  C3 1.147
13 H 0.21 -1.01 2.66  C3 1.072
14 H -1.51 -0.79 2.43  C3 1.115
15 H 0.38 1.08 1.77  C4 1.104
16 H 1.80 -0.55 -2.29  O18 1.010
17 H 1.35 0.73 -2.29  O18 0.912
18 O 2.03 0.33 -2.73  H16 1.010, H17 0.912